No. 1
The following is a DFT calculation (ωB97M-V/def2-TZVPD) of a 2-piece molecular cluster, CH6S2 overall at a distorted geometry.

Electronic energy ... -838.0262 Eh
Structure (SMILES) ... CS.S
Molar mass ... 82.193 g/mol
Spin multiplicity ... 1
Net charge ... 0
Kohn-Sham gap ... 9.98 eV

Structure (XYZ):
```
9
Properties=species:S:1:pos:R:3:nbo_charge:R:1
C 0.47 -1.62 1.15 -0.6911
S 1.91 -0.33 1.23 -0.1014
H 0.19 -2.09 0.17 0.2267
H 0.74 -2.24 2.01 0.2239
H -0.40 -1.06 1.52 0.2202
H 2.96 -1.14 1.45 0.1217
S -1.84 2.30 -2.27 -0.2780
H -2.89 2.66 -2.87 0.1184
H -1.15 3.53 -2.37 0.1597
```

No. 2
The following is a DFT calculation (ωB97M-V/def2-TZVPD) of one molecule with the formula C8H19IOSi at a distorted geometry.

Electronic energy ... -978.6459 Eh
Structure (SMILES) ... CCO[Si](I)(C(C)C)C(C)C
Molar mass ... 286.229 g/mol
Spin multiplicity ... 1
Net charge ... 0
Kohn-Sham gap ... 10.06 eV

Structure (XYZ):
```
30
Properties=species:S:1:pos:R:3:nbo_charge:R:1
C -0.55 -3.24 0.68 -0.6566
C 0.16 -2.17 1.44 -0.0674
O -0.46 -0.95 1.19 -0.8971
Si -0.33 0.14 -0.28 1.7450
I -1.55 -0.90 -2.13 -0.2420
C -1.33 1.56 0.44 -0.7446
C -0.38 2.19 1.50 -0.6304
C -2.56 1.01 1.06 -0.6280
C 1.37 0.70 -1.08 -0.7229
C 1.34 1.36 -2.50 -0.6219
C 2.39 -0.46 -1.28 -0.5961
H -1.69 -2.95 0.53 0.2316
H -0.09 -3.34 -0.40 0.2131
H -0.57 -4.31 1.08 0.2254
H 1.22 -2.07 1.26 0.1654
H 0.04 -2.16 2.55 0.1814
H -1.60 2.35 -0.26 0.2378
H 0.05 1.53 2.30 0.2291
H 0.36 2.71 0.81 0.2099
H -0.76 3.06 2.06 0.2182
H -2.19 0.23 1.77 0.2316
H -3.35 0.58 0.49 0.2198
H -3.11 1.80 1.63 0.2019
H 1.99 1.28 -0.44 0.2354
H 0.53 2.20 -2.53 0.2067
H 2.24 1.70 -3.02 0.2263
H 0.89 0.50 -3.11 0.2149
H 2.19 -1.18 -2.15 0.2129
H 2.37 -1.10 -0.30 0.1917
H 3.37 -0.05 -1.33 0.2089
```

No. 3
The following is a DFT calculation (ωB97M-V/def2-TZVPD) of C29H31BrIN8O2Pt as an isolated structure.

Electronic energy ... -4702.9408 Eh
Molar mass ... 925.507 g/mol
Spin multiplicity ... 1
Net charge ... +1
Kohn-Sham gap ... 7.94 eV

Structure (XYZ):
```
73
Properties=species:S:1:pos:R:3:lowdin_charge:R:1
Pt -2.34 0.55 0.84 1.0547
N -4.32 2.81 0.04 0.0352
N -5.51 2.14 -0.21 -0.0094
C -5.75 0.95 0.38 -0.3849
N -6.95 0.41 0.20 0.2138
N -4.74 0.43 1.07 0.0476
N -4.90 -0.75 1.74 -0.4187
O -5.95 -1.35 1.80 0.0715
O -3.86 -1.13 2.27 0.0204
H -4.49 3.68 0.54 0.1071
H -3.80 2.99 -0.82 0.0986
H -6.22 2.56 -0.79 0.1568
H -7.68 0.93 -0.27 0.1281
H -7.16 -0.45 0.68 0.0983
C 2.42 -1.70 0.76 -0.0271
C 2.74 -1.70 -0.71 -0.2058
C 4.06 -1.67 -1.15 -0.0419
C 4.39 -1.77 -2.49 -0.0704
C 3.38 -1.89 -3.44 -0.0749
C 2.06 -1.91 -3.03 -0.0306
C 1.74 -1.81 -1.68 -0.2305
N 0.37 -1.92 -1.26 0.1437
C -0.20 -0.74 -0.73 -0.3613
N 0.16 0.42 -1.28 0.1809
C -0.20 1.72 -0.87 -0.2416
C -1.20 1.94 0.06 -0.3078
C -1.42 3.25 0.50 -0.1845
C -0.69 4.30 -0.01 -0.0842
C 0.27 4.07 -0.98 -0.0418
C 0.54 2.78 -1.43 -0.2166
C 1.61 2.53 -2.45 -0.0267
N -1.06 -0.83 0.23 -0.0377
C -1.41 -2.10 0.81 -0.2740
C -0.91 -2.38 2.08 -0.0324
C -1.27 -3.56 2.71 -0.0586
C -2.14 -4.44 2.08 -0.0591
C -2.65 -4.14 0.83 -0.0306
C -2.30 -2.96 0.17 -0.2272
C -2.88 -2.64 -1.18 -0.0332
H 3.28 -1.37 1.33 0.0826
H 2.14 -2.71 1.09 0.0996
H 1.59 -1.04 1.02 0.0255
H 4.84 -1.59 -0.41 0.1153
H 5.42 -1.76 -2.80 0.1090
H 3.63 -1.98 -4.49 0.1083
H 1.26 -2.02 -3.76 0.1161
H -0.22 -2.24 -2.03 0.1292
H 0.92 0.34 -1.95 0.1231
H -2.16 3.43 1.28 0.0888
H -0.86 5.31 0.35 0.1107
H 0.84 4.89 -1.39 0.1177
H 2.00 3.47 -2.83 0.0880
H 1.24 1.97 -3.31 0.0909
H 2.45 1.97 -2.03 0.0718
H -0.25 -1.66 2.56 0.1128
H -0.88 -3.78 3.70 0.1120
H -2.43 -5.35 2.58 0.1109
H -3.34 -4.82 0.36 0.1187
H -3.87 -3.09 -1.29 0.0855
H -2.27 -3.05 -1.99 0.0789
H -2.98 -1.56 -1.33 0.0634
Br 4.18 2.34 4.73 0.7321
C 4.58 1.94 2.92 -0.7406
C 5.91 1.85 2.55 -0.1260
C 6.25 1.57 1.24 -0.0696
C 5.26 1.35 0.30 -0.0851
C 3.93 1.44 0.67 -0.1750
C 3.58 1.73 1.98 -0.7328
I 1.55 1.88 2.43 1.0033
H 6.68 2.02 3.30 0.1031
H 7.30 1.51 0.97 0.1112
H 5.52 1.12 -0.73 0.1067
H 3.15 1.26 -0.06 0.0683
```

| no. | HOMO (eV) |
| --- | --- |
| 1 | -9.130 |
| 2 | -9.429 |
| 3 | -10.680 |